C3H14NO2S2 | ωB97M-V/def2-TZVPD

Computed properties:
Total charge: +2
2S+1: 2
⟨S²⟩: 0.755
Energy above the lowest of the compared OMol25 structures with the same formula, charge and spin, kcal/mol: 3.1
Kohn-Sham gap (alpha / beta), Eh: 0.3511 / 0.2305
Max |F|, Eh/bohr: 0.0388

XYZ file:
```
22
C3H14NO2S2, DFT ωB97M-V/def2-TZVPD
N -0.77 0.85 -1.89
C -1.62 0.43 -0.73
C -0.95 -0.62 0.16
S 0.42 -0.23 1.32
S 0.70 1.74 1.11
C 1.50 2.18 2.60
H -0.25 0.04 -2.32
H -0.16 1.63 -1.66
H -1.42 1.24 -2.58
H -2.45 -0.09 -1.18
H -2.00 1.30 -0.20
H -1.74 -1.04 0.77
H -0.51 -1.39 -0.48
H 2.24 2.93 2.35
H 2.11 1.44 3.10
H 0.86 2.64 3.37
H 1.63 -1.55 -2.66
H 1.14 -0.72 -3.79
O 0.88 -0.98 -2.89
H -0.15 -3.12 1.13
H 0.34 -3.05 2.60
O 0.21 -3.64 1.85
```

C3H14NO3S | ωB97M-V/def2-TZVPD

Computed properties:
Total charge: +1
Energy above the lowest of the compared OMol25 structures with the same formula, charge and spin, kcal/mol: 3.3
Kohn-Sham gap, Eh: 0.3778
Max |F|, Eh/bohr: 0.0208

XYZ file:
```
22
C3H14NO3S, DFT ωB97M-V/def2-TZVPD
C -1.30 0.73 0.99
O -0.83 2.01 1.33
C -0.09 -0.10 0.63
C -0.24 -1.62 0.70
S 1.36 -2.44 0.42
N 0.58 0.29 -0.66
H -1.70 0.24 1.88
H -2.12 0.66 0.28
H -1.52 2.68 1.21
H 0.68 0.12 1.37
H -0.62 -1.85 1.70
H -0.94 -2.02 -0.02
H 0.97 -3.37 -0.46
H 1.50 -0.13 -0.69
H 0.07 -0.04 -1.49
H 0.74 1.31 -0.77
H -2.70 -0.85 -2.70
H -1.99 0.40 -3.14
O -2.03 -0.23 -2.40
H 1.94 3.03 0.35
H 0.57 3.49 -0.31
O 1.42 3.06 -0.45
```

C3H14NO4 | ωB97M-V/def2-TZVPD

Computed properties:
Total charge: -1
Energy above the lowest of the compared OMol25 structures with the same formula, charge and spin, kcal/mol: 19.9
Kohn-Sham gap, Eh: 0.2921
Max |F|, Eh/bohr: 0.0265

XYZ file:
```
22
C3H14NO4, DFT ωB97M-V/def2-TZVPD
C -0.96 0.62 -0.70
N -0.38 -0.27 0.32
C 1.03 0.14 0.65
O 1.91 0.13 -0.37
C -1.79 -0.21 -1.68
H -1.63 1.28 -0.16
H -0.13 1.11 -1.22
H -0.37 -1.25 0.08
H 1.31 -0.49 1.50
H 0.87 1.17 1.02
H -2.50 -0.78 -1.07
H -1.14 -0.86 -2.24
H -2.41 0.44 -2.32
H -2.88 -0.50 2.00
H -1.33 -0.13 1.34
O -2.07 -0.01 2.16
H 1.65 -1.64 -0.49
H 1.07 -2.51 -1.58
O 1.43 -2.59 -0.69
H 2.46 2.16 1.85
H 2.84 1.72 0.48
O 3.02 2.45 1.12
```

C3H14NO4 | ωB97M-V/def2-TZVPD

Computed properties:
Total charge: 0
2S+1: 2
⟨S²⟩: 0.753
Energy above the lowest of the compared OMol25 structures with the same formula, charge and spin, kcal/mol: 61.2
Kohn-Sham gap (alpha / beta), Eh: 0.1098 / 0.2536
Max |F|, Eh/bohr: 0.1427

XYZ file:
```
22
C3H14NO4, DFT ωB97M-V/def2-TZVPD
O 1.63 1.80 -1.59
C 0.49 1.69 -1.92
C -0.45 0.96 -0.64
C -0.96 -0.28 -1.30
N 0.68 0.65 0.35
H -0.07 1.76 -2.79
H -1.33 1.54 -0.20
H -0.12 -1.00 -1.64
H -1.63 -0.04 -2.20
H -1.36 -1.11 -0.44
H 1.02 1.54 0.84
H 1.48 0.26 -0.13
H 0.33 0.08 1.10
H -0.97 -3.88 -1.09
H -1.53 -4.53 0.18
O -1.53 -3.69 -0.32
H 2.47 -0.67 2.56
H 1.68 -1.93 2.01
O 1.80 -0.96 2.01
H -1.44 0.76 2.97
H -1.93 2.00 2.07
O -1.39 1.16 2.09
```

C3H14O3S | ωB97M-V/def2-TZVPD

Computed properties:
Total charge: 0
Energy above the lowest of the compared OMol25 structures with the same formula, charge and spin, kcal/mol: 45.4
Kohn-Sham gap, Eh: 0.3099
Max |F|, Eh/bohr: 0.0949

XYZ file:
```
21
C3H14O3S, DFT ωB97M-V/def2-TZVPD
C -2.25 -1.69 -1.01
C -2.32 -0.25 -1.60
S -0.71 0.54 -1.86
C 0.15 1.03 -0.30
H -2.73 -1.88 -0.03
H -1.28 -2.11 -0.88
H -2.90 -2.44 -1.49
H -3.09 0.32 -1.02
H -2.73 -0.14 -2.57
H 1.08 1.61 -0.41
H -0.36 1.86 0.21
H 0.27 0.23 0.43
H -0.13 0.09 3.36
H -1.05 -0.65 2.30
O -0.20 -0.09 2.36
H 1.99 -0.11 2.57
H 3.22 -0.58 1.95
O 2.86 0.26 2.30
H 3.26 1.56 -2.21
H 3.69 0.85 -0.92
O 3.24 1.58 -1.20
```

C3H14O3S | ωB97M-V/def2-TZVPD

Computed properties:
Total charge: 0
Energy above the lowest of the compared OMol25 structures with the same formula, charge and spin, kcal/mol: 18.6
Kohn-Sham gap, Eh: 0.3387
Max |F|, Eh/bohr: 0.0311

XYZ file:
```
21
C3H14O3S, DFT ωB97M-V/def2-TZVPD
C -0.21 0.04 -1.21
C 0.96 0.60 -0.39
S 1.78 -0.55 0.74
C 0.62 -0.47 2.09
H -0.17 0.40 -2.23
H -1.12 0.15 -0.62
H -0.14 -1.05 -1.32
H 0.57 1.46 0.16
H 1.71 1.00 -1.07
H 0.36 0.54 2.41
H -0.31 -1.01 1.89
H 0.98 -1.01 2.98
H 4.28 -0.59 -0.53
H 5.10 0.59 -0.13
O 4.57 0.28 -0.84
H -2.88 2.23 -0.22
H -3.99 1.07 -0.10
O -3.08 1.28 -0.31
H -2.94 -2.38 -0.18
H -2.69 -0.98 -0.70
O -3.40 -1.58 -0.42
```

C3H14O3S | ωB97M-V/def2-TZVPD

Computed properties:
Total charge: 0
Energy above the lowest of the compared OMol25 structures with the same formula, charge and spin, kcal/mol: 8.2
Kohn-Sham gap, Eh: 0.3519
Max |F|, Eh/bohr: 0.0364

XYZ file:
```
21
C3H14O3S, DFT ωB97M-V/def2-TZVPD
C 0.16 -0.50 2.95
C 1.30 -0.26 1.89
C 0.70 -0.08 0.48
S 2.00 -0.14 -0.79
H 0.58 -0.78 3.92
H -0.31 0.46 3.12
H -0.47 -1.35 2.70
H 2.06 -1.03 1.92
H 1.71 0.68 2.24
H 0.07 -0.94 0.30
H 0.11 0.82 0.37
H 2.07 -1.46 -0.75
H -0.49 -1.24 -3.90
H 0.29 -0.30 -3.08
O -0.63 -0.48 -3.33
H -3.19 -0.26 -1.10
H -1.71 -0.47 -1.60
O -2.27 -0.22 -0.86
H -2.27 1.29 0.33
H -2.96 1.93 1.45
O -2.06 1.83 1.11
```

C3H14O3S | ωB97M-V/def2-TZVPD

Computed properties:
Total charge: 0
Energy above the lowest of the compared OMol25 structures with the same formula, charge and spin, kcal/mol: 66.0
Kohn-Sham gap, Eh: 0.3326
Max |F|, Eh/bohr: 0.0900

XYZ file:
```
21
C3H14O3S, DFT ωB97M-V/def2-TZVPD
C -2.49 -3.65 -1.64
C -2.56 -2.53 -0.58
S -1.32 -1.30 -0.55
C -2.55 0.14 -0.60
H -1.61 -4.20 -1.37
H -3.32 -4.26 -1.65
H -2.53 -3.16 -2.61
H -3.50 -1.91 -0.49
H -2.33 -3.01 0.53
H -2.23 0.42 -1.60
H -2.66 0.70 0.36
H -3.52 -0.02 -0.99
H 1.31 -1.78 0.18
H 2.20 -2.25 1.17
O 1.90 -1.45 0.85
H 5.97 2.14 3.03
H 4.89 1.65 2.05
O 5.54 2.42 2.18
H 0.87 6.25 -0.38
H 2.31 6.21 0.18
O 1.42 6.56 0.38
```

C3H14O4 | ωB97M-V/def2-TZVPD

Computed properties:
Total charge: 0
Energy above the lowest of the compared OMol25 structures with the same formula, charge and spin, kcal/mol: 29.0
Kohn-Sham gap, Eh: 0.3498
Max |F|, Eh/bohr: 0.0194

XYZ file:
```
21
C3H14O4, DFT ωB97M-V/def2-TZVPD
C 0.92 -2.14 -1.81
C 1.69 -1.60 -0.65
C 1.84 -2.18 0.53
H 1.61 -2.70 -2.45
H 0.08 -2.74 -1.47
H 0.61 -1.34 -2.48
H 2.19 -0.64 -0.77
H 2.60 -1.82 1.20
H 1.18 -2.95 0.90
H -0.84 1.22 -0.25
H -1.97 1.03 0.70
O -1.20 0.56 0.37
H -1.46 -2.44 2.04
H -1.19 -1.09 1.43
O -1.26 -1.53 2.29
H -0.32 3.32 -1.97
H -0.27 3.30 -0.47
O -0.47 2.74 -1.24
H -1.97 3.88 1.16
H -0.77 3.16 1.70
O -1.01 3.96 1.26
```

C3H14O4 | ωB97M-V/def2-TZVPD

Computed properties:
Total charge: 0
Energy above the lowest of the compared OMol25 structures with the same formula, charge and spin, kcal/mol: 39.3
Kohn-Sham gap, Eh: 0.3730
Max |F|, Eh/bohr: 0.0053

XYZ file:
```
21
C3H14O4, DFT ωB97M-V/def2-TZVPD
C -1.50 -0.67 3.33
O -0.33 0.01 2.90
H -1.37 -1.03 4.35
H -2.36 0.01 3.32
H -1.71 -1.53 2.70
H -0.04 -0.37 2.07
C 1.76 -1.94 -2.63
O 0.55 -1.19 -2.70
H 2.45 -1.36 -2.03
H 1.61 -2.91 -2.14
H 2.19 -2.10 -3.61
H -0.19 -1.74 -2.96
C -0.05 2.81 -0.10
O -0.86 1.86 -0.81
H -0.59 3.74 0.07
H 0.16 2.38 0.88
H 0.88 3.00 -0.62
H -1.17 2.27 -1.62
O 0.32 -0.50 0.23
H -0.27 0.22 -0.03
H 0.52 -0.95 -0.59
```

C3H14O4S | ωB97M-V/def2-TZVPD

Computed properties:
Total charge: 0
Energy above the lowest of the compared OMol25 structures with the same formula, charge and spin, kcal/mol: 48.6
Kohn-Sham gap, Eh: 0.3484
Max |F|, Eh/bohr: 0.1134

XYZ file:
```
22
C3H14O4S, DFT ωB97M-V/def2-TZVPD
C -1.27 0.13 0.28
O -1.51 -1.27 0.00
C -0.83 0.84 -0.97
C 0.65 1.16 -0.86
S 0.98 3.08 -0.61
H -2.25 0.52 0.50
H -0.70 0.16 1.25
H -2.18 -1.37 -0.66
H -1.05 0.39 -1.93
H -1.51 1.75 -1.17
H 1.29 0.84 -1.68
H 1.09 0.77 0.03
H 1.00 3.18 0.77
H 2.54 -1.86 0.58
H 1.15 -2.17 0.98
O 1.67 -1.49 0.78
H -2.53 -1.68 2.29
H -1.00 -1.84 2.32
O -1.74 -1.54 2.85
H 0.24 -2.36 -0.77
H 1.24 -1.87 -1.64
O 1.04 -2.75 -1.37
```

C3H14O5 | ωB97M-V/def2-TZVPD

Computed properties:
Total charge: -1
2S+1: 2
⟨S²⟩: 0.751
Energy above the lowest of the compared OMol25 structures with the same formula, charge and spin, kcal/mol: 27.9
Kohn-Sham gap (alpha / beta), Eh: 0.1166 / 0.3718
Max |F|, Eh/bohr: 0.0470

XYZ file:
```
22
C3H14O5, DFT ωB97M-V/def2-TZVPD
O -0.06 4.12 0.60
C -0.49 3.07 0.17
C -0.05 1.77 0.77
C -1.22 0.79 0.93
H -1.24 3.05 -0.64
H 0.46 2.05 1.69
H 0.74 1.23 0.23
H -2.03 1.09 0.28
H -1.54 0.87 1.96
H -1.07 -0.25 0.61
H -0.24 -0.75 -2.10
H -0.46 -2.25 -2.83
O -0.76 -1.37 -2.62
H -0.39 -3.33 2.38
H -0.60 -2.15 1.42
O -0.43 -2.36 2.36
H 1.44 -2.54 0.24
H 1.39 -3.70 1.10
O 1.91 -3.39 0.34
H 1.86 0.88 -1.77
H 1.55 1.64 -3.01
O 1.23 1.54 -2.10
```

How do the records compare in energy? In the order shown, they have -1123.63189; -801.13262; -478.44144; -478.22314; -746.53552; -746.57827; -746.59479; -746.50266; -423.62229; -423.60591; -821.76609; -498.84200 Ha.